{
  "formula": "C38H94O34P6",
  "method": "wB97M-V/def2-TZVPD",
  "smiles": "COP(=O)(OC)OC.COP(=O)(OC)OC.COP(=O)(OC)OC.COP(=O)(OC)OC.COP(=O)(OC)OC.COP(=O)(OC)OC.CCOC(C)=O.CCOC(C)=O.CCOC(C)=O.CCOC(C)=O.CCOC(C)=O",
  "energy_ha": -6110.9241,
  "fmax_ha_per_bohr": 0.09462,
  "homo_ev": -10.011,
  "gap_ev": 10.3,
  "relative_energy_kcal_mol": 120.5,
  "mol_weight_g_mol": 1280.98,
  "symbols": ["P", "P", "P", "P", "P", "P", "O", "O", "O", "O", "O", "O", "O", "O", "O", "O", "O", "O", "O", "O", "O", "O", "O", "O", "O", "O", "O", "O", "O", "O", "O", "O", "O", "O", "O", "O", "O", "O", "O", "O", "C", "C", "C", "C", "C", "C", "C", "C", "C", "C", "C", "C", "C", "C", "C", "C", "C", "C", "C", "C", "C", "C", "C", "C", "C", "C", "C", "C", "C", "C", "C", "C", "C", "C", "C", "C", "C", "C", "H", "H", "H", "H", "H", "H", "H", "H", "H", "H", "H", "H", "H", "H", "H", "H", "H", "H", "H", "H", "H", "H", "H", "H", "H", "H", "H", "H", "H", "H", "H", "H", "H", "H", "H", "H", "H", "H", "H", "H", "H", "H", "H", "H", "H", "H", "H", "H", "H", "H", "H", "H", "H", "H", "H", "H", "H", "H", "H", "H", "H", "H", "H", "H", "H", "H", "H", "H", "H", "H", "H", "H", "H", "H", "H", "H", "H", "H", "H", "H", "H", "H", "H", "H", "H", "H", "H", "H", "H", "H", "H", "H", "H", "H"],
  "positions_angstrom": [[-5.29574, -2.34172, -0.38242], [2.95474, -6.29520, 2.26398], [6.09975, -2.26374, -1.22528], [-4.70315, 1.73804, 2.75004], [0.96557, -5.86009, -3.76815], [-4.51474, 6.95890, -2.85115], [-4.43736, 3.04941, 3.72718], [-5.57557, 0.67092, 3.64902], [-6.62251, -3.24719, -0.37216], [-1.31739, 6.81220, 2.32298], [-4.78359, -2.61778, -1.87744], [0.15402, -7.14932, -4.27325], [6.66904, -3.62962, -1.32635], [0.69921, -0.39810, 0.63459], [-3.98127, 5.39011, -3.01379], [4.40918, 1.88657, 1.52703], [3.79569, 4.08185, 1.99323], [1.30606, -4.83760, -4.79221], [-1.13804, 6.28128, 0.13377], [3.88114, -4.98968, 2.03797], [2.51086, -6.73227, 0.74108], [2.24127, -6.62150, -3.08044], [-3.36392, 7.84100, -3.59655], [4.93638, -1.22487, 4.14411], [-5.93953, 7.24576, -3.25654], [0.19560, 1.66895, -3.24124], [0.97136, -2.68471, 0.35708], [-4.16388, 7.14788, -1.28241], [-5.80426, 2.34253, 1.71292], [1.60464, -5.78673, 2.98999], [-4.29519, -2.74838, 0.71292], [0.03980, -5.26160, -2.56388], [-5.85558, -0.79956, -0.37129], [-3.45396, 1.14013, 2.24532], [6.47538, -1.55939, 0.15717], [6.44540, -1.25840, -2.46938], [3.64851, -7.41638, 2.99746], [-1.07062, -0.01472, -4.16490], [4.49533, -2.28273, -1.26229], [3.49081, -2.63224, 5.36163], [3.79871, -2.78386, -2.38709], [0.67533, -4.99247, 2.22966], [-2.27310, 4.72405, 1.41976], [-5.66188, -0.64365, 3.21189], [-1.60256, 6.13469, 1.31681], [2.49676, 2.90283, 0.47986], [-3.57850, -1.97947, -2.31217], [3.18764, -0.18835, 5.42860], [3.75331, 2.88425, 1.36022], [-0.59696, 3.91849, -2.87148], [-6.87970, -0.43300, -1.19940], [-1.06032, 1.00523, 0.04702], [-4.36255, 8.49988, -0.65406], [-0.05254, 0.38809, -3.66527], [5.10697, -5.05381, 1.47279], [5.82019, 0.06823, -2.48681], [-0.61782, -0.39591, 0.17292], [-5.02305, 4.38436, -2.71757], [4.55497, 4.19867, 3.18437], [-2.91340, 7.41235, -4.83643], [-5.32403, 3.33188, 4.78745], [-0.79012, 2.66338, -3.67406], [3.64427, -6.29458, -3.42944], [1.37846, -1.57155, 0.63955], [2.66944, -1.27839, 1.27881], [-5.41029, 2.65547, 0.42881], [3.85041, -3.87978, 4.73185], [-0.73561, -4.09182, -2.64884], [4.47230, 5.52091, 3.88768], [3.98350, -1.39989, 4.89053], [-0.24498, 7.87675, -1.65629], [1.08081, -0.49205, -3.46852], [-6.87997, -3.96408, 0.86650], [-0.13187, 7.33075, -0.24956], [5.13116, -4.34248, 5.39636], [1.46314, -7.73817, 0.48328], [-0.28010, -8.16300, -3.38798], [7.60123, -2.00304, 0.82758], [3.17736, -0.79860, 0.44220], [-0.31290, 6.97631, -2.26676], [-5.88893, 4.26016, 4.70221], [-0.34177, 1.64757, -0.46209], [2.76691, 2.21178, -0.31861], [-6.55270, 0.10984, -2.08626], [1.33999, -0.68794, -2.42806], [0.67540, 8.37510, -1.96068], [1.72577, -8.55790, -0.18543], [4.09155, -7.27139, -3.61358], [5.58356, 4.08820, 2.84100], [-3.13049, -2.49067, -3.16426], [-0.23848, -5.57865, 2.32671], [2.46481, -0.57881, 2.08925], [-1.02095, -3.69310, -3.62233], [-2.02899, 6.78263, -4.93332], [-5.36229, 8.67441, -1.05175], [-0.17216, 8.20021, 0.40657], [-4.73486, -1.16470, 3.45113], [-5.45844, 3.73671, 0.55808], [-3.71429, -0.92965, -2.57207], [0.12980, -9.13477, -3.66320], [4.23665, -5.77135, -2.67883], [5.06258, -4.74250, 6.40799], [0.46917, -4.00073, 2.63225], [3.55193, -1.92566, -3.01215], [4.29412, 3.36658, 3.83835], [8.34780, -2.68004, 0.41233], [-6.07043, -4.59172, 1.23905], [-1.68176, -4.44804, -2.24139], [3.42956, 5.83421, 3.93890], [-3.65952, 9.30220, -0.87796], [-1.29217, -1.07770, 0.69110], [-7.63735, 0.18729, -0.72053], [5.33627, 0.34282, -1.54951], [-1.57348, 3.98660, 1.81320], [-7.37208, -3.23666, 1.51209], [-4.79991, 3.38863, -2.33436], [-2.66108, 4.37411, 0.46316], [3.74586, -3.71736, 3.65910], [3.07924, -2.21477, 1.65742], [-0.89730, 2.85344, -4.74200], [6.61930, 0.77553, -2.70875], [5.93976, -4.59625, 2.00684], [4.89381, 5.39279, 4.88468], [-0.24691, -3.41834, -1.94479], [-6.39567, -1.20875, 3.78661], [5.54084, -5.18536, 4.83975], [-3.14137, 4.74164, 2.07847], [2.01989, -0.26603, -3.97363], [4.97733, -4.64777, 0.46958], [3.83501, 0.63959, 5.13961], [-1.39010, 4.66607, -2.85840], [5.10379, 0.10391, -3.30754], [-2.01585, 1.17164, -0.45034], [-0.65976, 3.71667, -1.80217], [2.87000, -3.31627, -2.18178], [2.30078, 3.88632, 0.05273], [-5.56719, 4.21111, -3.64600], [5.41359, -6.03367, 1.10677], [-0.66091, -0.67928, -0.87871], [-1.81492, 2.32411, -3.52311], [-7.40567, -1.26609, -1.66568], [1.62356, 2.60159, 1.05855], [5.95979, -3.63546, 5.35596], [0.76703, -1.52976, -3.58154], [7.23564, -2.40588, 1.77212], [0.86134, 6.89880, -0.12696], [-4.60231, 8.29215, 0.38875], [-0.15435, -7.92279, -2.33223], [-7.65538, -4.68780, 0.61537], [-4.44833, 2.22158, 0.15594], [-4.72212, 3.23864, 5.69139], [-2.86385, -1.96331, -1.48931], [-5.98866, -0.73827, 2.17634], [8.18645, -1.11680, 1.07291], [5.07453, 6.26673, 3.36885], [-2.63493, 8.31727, -5.37649], [-5.95082, 2.47763, 5.04335], [3.67890, -5.73553, -4.36451], [-1.34305, -8.35826, -3.52975], [4.36734, -3.48851, -2.99390], [-6.10753, 2.19893, -0.27371], [-5.77299, 4.73295, -2.00753], [-0.92227, 1.41031, 1.04950], [0.67976, -7.37177, -0.18017], [0.77288, -4.89290, 1.14861], [3.01697, -4.51945, 5.02219], [-1.05319, 8.53242, -1.98031], [2.99062, -0.06439, 6.49345], [0.36556, 4.31450, -3.19525], [1.01872, -8.28093, 1.31753], [-3.65402, 6.92646, -5.47164], [2.23033, 0.05132, 4.96576]],
  "forces_ev_per_angstrom": [[1.7, -1.5, 1.8], [0.8, -2.5, 0.4], [-0.2, -1.2, -1.0], [-0.5, 0.2, 1.6], [0.6, 0.4, 0.2], [-0.6, -0.7, 0.6], [-0.4, -2.1, -1.8], [0.5, 3.1, -0.3], [1.2, 0.2, 0.2], [-1.0, -1.0, -2.5], [-0.5, 0.4, 0.4], [0.3, 1.1, -0.1], [-0.1, 1.4, -0.5], [0.1, -0.8, -0.3], [-1.3, 0.6, 0.6], [0.3, 1.2, 0.3], [-0.4, 0.1, -0.1], [-0.4, -1.3, 0.9], [1.6, 1.8, -3.7], [-3.8, -1.1, 1.6], [-0.8, -0.4, 0.8], [-0.3, 1.5, -0.1], [-1.1, -1.5, 1.9], [-1.7, -1.0, 1.1], [2.8, -0.6, 0.7], [-1.1, 0.1, -1.4], [-0.3, 1.6, -0.7], [0.7, 1.2, -0.7], [0.6, -2.7, 3.0], [1.9, 0.4, -1.2], [-2.6, 1.9, -2.8], [2.2, -2.2, -1.5], [2.2, -1.8, 1.5], [-1.0, 0.9, -0.2], [-1.7, 0.1, -2.7], [-0.4, -0.2, 1.5], [-1.4, 2.3, -1.1], [-0.4, 0.8, 0.1], [0.3, 0.2, 1.3], [-0.1, 3.0, -0.5], [-0.1, 0.1, -1.4], [-2.0, -0.6, -0.1], [-0.8, 1.0, -0.1], [0.0, -2.0, 0.0], [0.7, -1.1, 4.7], [1.3, 0.0, -0.5], [0.8, 0.6, 0.5], [0.7, 0.6, -0.3], [-2.1, 0.0, 0.1], [0.5, 0.0, 0.5], [-2.0, 0.4, -2.3], [0.7, 1.9, 1.5], [-2.4, -1.9, -0.8], [-0.4, 0.9, -0.1], [2.2, -0.6, -3.5], [0.6, -0.4, -0.3], [-1.0, -0.6, -2.6], [-1.3, 0.6, -0.8], [1.7, -0.9, -0.2], [0.5, 0.6, -2.8], [0.0, -1.2, 1.8], [-1.9, -0.1, 0.6], [-0.7, -0.7, -0.7], [-0.8, -0.9, 1.6], [-0.1, -0.3, -0.1], [0.1, 0.6, -0.9], [-0.2, 0.9, 1.3], [-1.1, -0.1, 1.0], [-0.5, 0.1, -0.4], [-0.1, -0.9, 0.2], [-0.2, -1.5, -1.0], [1.4, -2.3, 1.5], [-1.5, -0.3, -0.8], [-0.4, 1.1, 1.2], [1.1, -1.1, -1.2], [-0.1, -0.3, -0.7], [-0.9, -0.8, 0.2], [1.7, 0.4, 2.6], [1.0, 0.0, 0.6], [0.0, 0.1, -0.6], [0.3, -0.1, -0.2], [0.3, -0.5, -0.7], [-0.7, -0.2, -0.1], [0.6, 0.4, 0.1], [0.2, 1.2, 0.6], [0.2, -0.1, 0.4], [1.6, 0.0, 0.2], [0.1, 0.1, 0.1], [0.3, -0.4, 0.5], [-0.4, -0.2, 0.1], [-0.3, 0.3, 0.1], [0.4, 0.1, -0.2], [1.0, -0.1, -0.3], [0.1, -0.2, 1.2], [0.0, 1.2, 0.0], [-0.3, -0.5, 0.6], [0.2, 0.0, -0.7], [0.5, 0.3, -1.8], [-0.4, 0.0, -0.2], [0.8, 0.3, 0.2], [-0.7, 0.0, 0.4], [-0.6, 0.4, 0.1], [0.6, -0.1, 0.3], [-0.1, -0.1, -0.2], [0.0, 0.0, 0.0], [-0.8, -0.3, -0.9], [0.4, 0.9, 0.1], [-0.2, 0.5, 0.4], [0.1, 0.2, 0.2], [0.3, -0.6, 0.0], [0.1, 0.2, 0.5], [0.2, -0.1, 0.5], [0.1, -0.2, 0.1], [0.2, 0.2, 0.0], [0.6, -0.3, 0.7], [1.6, 0.3, -0.1], [0.3, 0.1, -0.2], [1.0, -0.2, 0.3], [0.5, 0.3, -0.3], [1.3, -0.2, -0.3], [-0.1, 0.0, 0.1], [-0.5, 0.1, 0.3], [-0.2, 0.1, 0.0], [-0.4, 0.6, -0.3], [-0.4, 0.5, 0.3], [-0.1, -0.3, -0.2], [0.2, 0.2, 0.3], [-0.3, 0.2, -0.2], [0.5, 1.1, 0.1], [0.0, 0.1, 0.1], [-0.1, 0.0, -1.2], [-0.1, -0.1, 0.1], [-0.2, -0.2, 0.6], [0.9, -0.5, 0.2], [0.0, 0.2, 0.9], [0.1, 0.0, 0.1], [0.0, 0.1, -0.1], [0.0, -0.7, 1.0], [0.4, -1.1, -0.2], [0.1, -0.7, 0.7], [-0.1, -0.4, 0.4], [0.2, -0.3, 0.0], [-0.4, 0.5, 0.1], [-0.1, 0.0, -1.4], [0.3, -0.2, 0.1], [-0.2, -0.3, 0.1], [0.9, 0.1, 0.1], [0.4, 0.0, -0.1], [-0.1, 0.1, -0.2], [0.3, 0.4, 0.2], [0.3, 1.2, 0.2], [0.2, -0.3, 0.0], [0.5, 0.1, -0.1], [-0.1, 0.2, 0.1], [-0.2, 0.1, 0.0], [-0.1, 0.1, -0.1], [-0.7, 0.1, -0.8], [-0.2, 0.1, 0.1], [-0.2, 0.6, -0.1], [0.4, 0.2, 0.2], [-0.3, 0.5, -0.1], [0.2, 0.6, 0.0], [-1.3, 0.5, 0.3], [-0.2, 1.2, 0.7], [1.1, -0.2, 0.2], [0.1, -0.2, -0.1], [-0.3, -0.1, 0.8], [0.3, -0.8, 0.1], [0.0, 0.5, 0.6], [0.3, 0.8, 0.6], [-0.4, 0.0, 0.3], [0.0, -0.7, -0.4]]
}